No. 1
C59H48FN3O2P3Ti | ωB97M-V with the def2-TZVPD basis set

The value obtained for the energy relative to the best compared isomer or geometry (same formula, charge and spin) is 0.0000 eV. The calculation puts the orbital gap (alpha / beta) at 6.903 / 7.785 eV. The calculation puts the highest occupied orbital energy (alpha / beta) at -0.2388 / -0.2720 Ha. Its expectation value of S² is 0.754. The spin multiplicity is 2.

The geometry in XYZ format:
```
117
C59H48FN3O2P3Ti | the Open Molecules 2025 dataset | ωB97M-V with the def2-TZVPD basis set
Ti 0.05 0.43 2.39
O 1.89 0.07 2.16
C 1.40 -1.07 1.86
C 2.25 -2.28 1.91
C 2.99 -2.62 3.04
C 3.61 -3.86 3.12
C 3.51 -4.76 2.08
C 2.83 -4.41 0.92
C 2.22 -3.17 0.82
P 1.52 -2.37 -0.68
C 1.42 -3.71 -1.93
C 2.03 -3.66 -3.19
C 1.78 -4.64 -4.14
C 0.92 -5.69 -3.85
C 0.30 -5.75 -2.61
C 0.54 -4.77 -1.67
C 3.12 -1.54 -1.14
C 3.20 -0.16 -1.23
C 4.42 0.48 -1.47
C 5.57 -0.27 -1.63
C 5.51 -1.66 -1.54
C 4.30 -2.28 -1.28
H 3.05 -1.93 3.87
H 4.16 -4.13 4.02
H 4.00 -5.73 2.14
H 2.80 -5.09 0.08
H 2.71 -2.85 -3.42
H 2.27 -4.58 -5.10
H 0.73 -6.45 -4.60
H -0.38 -6.57 -2.38
H 0.04 -4.81 -0.70
H 2.31 0.44 -1.07
H 4.47 1.56 -1.52
H 6.52 0.22 -1.82
H 6.40 -2.26 -1.66
H 4.26 -3.36 -1.19
O -0.57 2.15 2.90
C 0.02 3.05 3.68
C -0.21 4.42 3.49
C 0.44 5.37 4.25
C 1.34 4.99 5.25
C 1.53 3.65 5.49
C 0.88 2.67 4.73
C 1.05 1.25 5.05
N 0.47 0.25 4.41
C 0.81 -0.91 5.07
C 1.62 -0.61 6.12
N 1.76 0.77 6.08
H -0.91 4.71 2.72
H 0.25 6.42 4.06
H 1.87 5.73 5.83
H 2.21 3.35 6.28
H 0.44 -1.87 4.75
H 2.09 -1.22 6.86
H 2.28 1.32 6.74
C -1.47 2.60 -2.51
N -0.92 1.53 -1.66
P -1.11 1.62 0.07
C -0.91 3.44 0.24
C -1.94 4.37 0.30
C -1.66 5.73 0.29
C -0.34 6.18 0.20
C 0.70 5.26 0.16
C 0.41 3.90 0.19
C -2.93 1.44 0.31
C -3.77 1.04 -0.72
C -5.14 0.90 -0.52
C -5.69 1.15 0.73
C -4.86 1.55 1.77
C -3.50 1.70 1.57
P -0.39 0.04 -2.32
C 0.53 0.60 -3.80
C 1.44 1.65 -3.66
C 2.29 2.01 -4.69
C 2.26 1.30 -5.89
C 1.37 0.25 -6.05
C 0.52 -0.10 -5.01
C -1.82 -0.83 -3.08
C -2.62 -0.34 -4.12
C -3.74 -1.04 -4.54
C -4.07 -2.25 -3.94
C -3.27 -2.76 -2.93
C -2.16 -2.05 -2.50
H -2.54 2.74 -2.37
H -1.28 2.36 -3.56
H -0.97 3.55 -2.31
H -2.97 4.04 0.36
H -2.47 6.45 0.33
H -0.13 7.24 0.17
H 1.72 5.59 0.11
H 1.22 3.18 0.18
H -3.36 0.81 -1.69
H -5.77 0.59 -1.34
H -6.75 1.03 0.90
H -5.28 1.74 2.75
H -2.87 2.02 2.38
H 1.46 2.21 -2.72
H 2.99 2.82 -4.56
H 2.94 1.58 -6.69
H 1.34 -0.30 -6.98
H -0.16 -0.94 -5.14
H -2.36 0.59 -4.61
H -4.35 -0.64 -5.34
H -4.95 -2.79 -4.27
H -3.52 -3.71 -2.47
H -1.55 -2.44 -1.69
F -5.22 -2.92 2.64
C -4.04 -2.27 2.61
C -3.28 -2.30 1.45
C -2.08 -1.60 1.43
C -1.60 -0.86 2.52
C -2.41 -0.90 3.67
C -3.62 -1.59 3.73
H -3.65 -2.83 0.58
H -1.49 -1.63 0.52
H -2.11 -0.35 4.56
H -4.24 -1.59 4.62
```

No. 2
C59H49AgAsF5N6O2S | ωB97M-V with the def2-TZVPD basis set

The value obtained for the energy relative to the best compared isomer or geometry (same formula, charge and spin) is 2.1986 eV. The calculation puts the orbital gap at 2.457 eV. The calculation puts the highest occupied orbital energy at 0.0135 Ha. The charge is -2. The spin multiplicity is 1.

The geometry in XYZ format:
```
124
C59H49AgAsF5N6O2S | the Open Molecules 2025 dataset | ωB97M-V with the def2-TZVPD basis set
Ag 0.09 -0.05 0.55
N 1.67 7.79 0.53
C 2.43 8.92 0.43
C 2.20 10.24 0.80
C 3.22 11.15 0.55
C 4.42 10.75 -0.04
C 4.65 9.44 -0.42
C 3.64 8.50 -0.19
N 3.59 7.17 -0.46
C 2.41 6.75 -0.03
C 1.93 5.42 -0.11
C 2.64 4.44 -0.84
C 2.15 3.16 -0.90
N 1.04 2.74 -0.28
C 0.35 3.66 0.40
C 0.73 4.97 0.51
H 0.73 7.72 0.88
H 1.28 10.54 1.26
H 3.08 12.19 0.82
H 5.19 11.49 -0.21
H 5.57 9.14 -0.88
H 3.54 4.73 -1.35
H 2.67 2.40 -1.47
H -0.55 3.28 0.87
H 0.12 5.65 1.09
F -1.98 -0.25 2.92
C -0.89 -0.12 3.71
C 0.37 0.03 3.12
C 1.37 0.14 4.07
F 2.68 0.26 3.69
C 1.20 0.12 5.45
F 2.25 0.24 6.31
C -0.08 -0.02 5.97
F -0.29 -0.03 7.31
C -1.13 -0.15 5.08
F -2.38 -0.31 5.58
C 5.84 1.29 0.40
N 4.65 0.60 -0.01
C 4.66 -0.43 -1.02
C 3.17 -0.85 -1.01
O 2.69 -1.67 -1.77
N 2.54 -0.15 -0.04
C 3.40 0.70 0.49
N 3.05 1.55 1.44
H 6.66 0.58 0.50
H 5.68 1.77 1.36
H 6.13 2.05 -0.34
H 5.29 -1.28 -0.74
H 4.97 -0.06 -2.00
H 2.05 1.56 1.64
H 3.61 2.35 1.67
O -1.60 -2.85 -0.20
S -2.49 -3.59 -1.11
C -3.06 -2.49 -2.46
C -4.40 -3.08 -2.83
C -5.19 -3.32 -1.53
C -4.19 -3.49 -0.39
H -2.34 -2.52 -3.28
H -3.13 -1.48 -2.06
H -4.26 -4.03 -3.35
H -4.94 -2.41 -3.50
H -5.82 -4.21 -1.64
H -5.84 -2.48 -1.32
H -4.37 -4.39 0.21
H -4.17 -2.62 0.27
C 0.79 -5.46 -3.56
C 1.29 -6.06 -2.41
C 1.38 -5.32 -1.24
C 0.97 -4.00 -1.19
C 0.46 -3.42 -2.35
C 0.38 -4.14 -3.52
As 1.04 -2.93 0.44
C 0.42 -4.39 1.62
C -0.53 -5.30 1.17
C -1.06 -6.26 2.01
C -0.63 -6.34 3.33
C 0.33 -5.45 3.79
C 0.84 -4.49 2.94
C 2.96 -3.16 0.88
C 3.45 -2.55 2.03
C 4.78 -2.65 2.39
C 5.67 -3.35 1.59
C 5.21 -3.91 0.41
C 3.87 -3.82 0.06
H 0.71 -6.04 -4.47
H 1.60 -7.09 -2.43
H 1.78 -5.80 -0.35
H 0.15 -2.38 -2.31
H 0.00 -3.68 -4.42
H -0.88 -5.26 0.14
H -1.80 -6.96 1.65
H -1.04 -7.10 3.99
H 0.67 -5.51 4.81
H 1.58 -3.80 3.31
H 2.77 -1.97 2.65
H 5.13 -2.18 3.30
H 6.71 -3.43 1.86
H 5.90 -4.43 -0.25
H 3.54 -4.23 -0.88
C -1.72 0.57 -0.35
C -2.86 0.63 -0.82
C -4.14 0.64 -1.41
C -4.21 1.05 -2.79
C -3.25 1.95 -3.28
C -3.28 2.40 -4.58
C -4.25 1.95 -5.47
C -5.16 0.99 -5.03
C -5.14 0.55 -3.72
C -5.26 0.22 -0.63
C -6.61 0.34 -1.05
C -7.66 -0.11 -0.28
C -7.43 -0.68 0.97
C -6.12 -0.75 1.44
C -5.07 -0.31 0.67
H -2.48 2.29 -2.61
H -2.54 3.12 -4.92
H -4.29 2.31 -6.49
H -5.88 0.58 -5.72
H -5.83 -0.24 -3.44
H -6.83 0.82 -2.00
H -8.67 -0.03 -0.66
H -8.26 -1.03 1.57
H -5.93 -1.18 2.42
H -4.06 -0.35 1.06
```

No. 3
C59H50I2MoN10O3S4 | ωB97M-V with the def2-TZVPD basis set

The value obtained for the energy relative to the best compared isomer or geometry (same formula, charge and spin) is 2.2492 eV. The calculation puts the orbital gap (alpha / beta) at 6.431 / 6.814 eV. The calculation puts the highest occupied orbital energy (alpha / beta) at -0.4076 / -0.4235 Ha. The charge is +2. Its expectation value of S² is 2.012. The spin multiplicity is 3.

The geometry in XYZ format:
```
129
C59H50I2MoN10O3S4 | the Open Molecules 2025 dataset | ωB97M-V with the def2-TZVPD basis set
Mo 0.71 -1.84 -0.58
I 5.92 -6.93 -3.48
C 4.32 -5.78 -2.71
C 3.37 -6.35 -1.88
C 2.34 -5.57 -1.40
I 0.96 -6.28 0.02
C 2.20 -4.22 -1.76
O 1.19 -3.50 -1.35
C 3.23 -3.65 -2.54
C 3.15 -2.17 -2.73
N 2.86 -1.55 -1.43
C 3.87 -1.85 -0.40
C 3.26 -2.40 0.88
C 4.06 -2.86 1.91
C 3.50 -3.41 3.05
C 2.10 -3.52 3.09
C 1.37 -3.05 2.04
N 1.90 -2.45 0.95
C 4.27 -4.43 -3.02
H 3.44 -7.39 -1.59
H 2.32 -1.93 -3.42
H 4.08 -1.78 -3.15
H 2.82 -0.54 -1.59
H 4.46 -0.96 -0.16
H 4.57 -2.60 -0.78
H 5.14 -2.79 1.82
H 4.11 -3.77 3.86
H 1.61 -3.99 3.94
H 0.29 -3.15 2.02
H 5.04 -3.97 -3.62
N 1.29 0.05 -0.28
S 1.74 1.32 0.31
N 1.18 1.67 1.83
S -0.28 2.22 1.90
N -1.34 1.55 1.00
S -1.71 -0.07 1.00
N -0.68 -1.05 0.62
C -3.29 0.04 0.12
C -3.89 1.28 -0.03
C -5.11 1.37 -0.67
C -5.72 0.23 -1.16
C -5.11 -1.01 -1.01
C -3.89 -1.11 -0.36
C -2.10 -0.44 2.72
C -3.38 -0.41 3.24
C -3.59 -0.83 4.55
C -2.52 -1.24 5.32
C -1.24 -1.25 4.80
C -1.03 -0.87 3.49
C -0.76 2.20 3.61
C 0.08 1.72 4.60
C -0.36 1.74 5.91
C -1.62 2.23 6.22
C -2.45 2.71 5.22
C -2.03 2.69 3.90
C -0.26 3.96 1.48
C -1.09 4.52 0.52
C -0.97 5.88 0.27
C -0.04 6.64 0.96
C 0.78 6.06 1.91
C 0.67 4.70 2.17
C 1.39 2.75 -0.72
C 2.10 3.93 -0.54
C 1.86 4.98 -1.41
C 0.93 4.85 -2.43
C 0.22 3.67 -2.58
C 0.45 2.61 -1.72
C 3.52 1.43 0.54
C 4.26 1.63 -0.62
C 5.64 1.72 -0.53
C 6.27 1.57 0.70
C 5.52 1.33 1.84
C 4.14 1.27 1.77
H -3.40 2.15 0.37
H -5.58 2.34 -0.78
H -6.68 0.31 -1.65
H -5.59 -1.90 -1.38
H -3.40 -2.06 -0.23
H -4.20 -0.05 2.64
H -4.59 -0.85 4.95
H -2.69 -1.56 6.34
H -0.40 -1.56 5.41
H -0.05 -0.90 3.03
H 1.05 1.35 4.32
H 0.28 1.37 6.70
H -1.95 2.25 7.24
H -3.43 3.10 5.46
H -2.66 3.05 3.10
H -1.79 3.91 -0.01
H -1.60 6.35 -0.47
H 0.05 7.70 0.76
H 1.51 6.65 2.45
H 1.30 4.21 2.90
H 2.83 4.01 0.25
H 2.43 5.90 -1.31
H 0.77 5.66 -3.12
H -0.50 3.57 -3.39
H -0.04 1.65 -1.82
H 3.75 1.74 -1.57
H 6.23 1.90 -1.42
H 7.34 1.64 0.76
H 6.02 1.20 2.79
H 3.53 1.11 2.64
N -5.57 0.93 -5.27
C -4.31 0.52 -4.97
C -3.84 -0.73 -5.40
C -2.58 -1.17 -5.05
C -1.78 -0.37 -4.26
C -2.23 0.86 -3.80
C -3.48 1.31 -4.17
S -0.25 -1.00 -3.63
O 0.25 -2.10 -4.39
O 0.70 0.05 -3.33
N -0.65 -1.53 -2.12
C -1.40 -2.62 -1.95
N -1.17 -3.17 -0.73
C -1.87 -4.25 -0.40
C -2.77 -4.82 -1.28
C -2.89 -4.21 -2.53
N -2.24 -3.10 -2.85
H -6.05 0.45 -6.01
H -5.78 1.91 -5.18
H -4.48 -1.34 -6.02
H -2.21 -2.13 -5.36
H -1.58 1.45 -3.18
H -3.83 2.28 -3.83
H -1.71 -4.66 0.59
H -3.32 -5.71 -1.02
H -3.54 -4.61 -3.29
```

No. 4
C59H51IrNP3Si | ωB97M-V with the def2-TZVPD basis set

The value obtained for the energy relative to the best compared isomer or geometry (same formula, charge and spin) is 1.2238 eV. The calculation puts the orbital gap (alpha / beta) at 6.337 / 6.427 eV. The calculation puts the highest occupied orbital energy (alpha / beta) at -0.5720 / -0.5805 Ha. The charge is +3. Its expectation value of S² is 0.787. The spin multiplicity is 2.

The geometry in XYZ format:
```
116
C59H51IrNP3Si | the Open Molecules 2025 dataset | ωB97M-V with the def2-TZVPD basis set
Ir -0.26 0.12 0.06
C 2.75 5.75 0.62
C 2.09 5.19 1.70
C 1.14 4.20 1.49
C 0.86 3.77 0.19
C 1.53 4.34 -0.89
C 2.48 5.33 -0.68
P -0.45 2.55 0.00
C -1.15 2.73 -1.68
C -2.28 3.44 -1.96
C -2.87 3.44 -3.24
C -2.38 2.58 -4.24
C -1.28 1.82 -4.02
C -0.48 1.99 -2.78
C -1.76 3.06 1.12
C -2.19 4.38 1.19
C -3.28 4.71 1.99
C -3.92 3.71 2.72
C -3.46 2.40 2.68
C -2.36 2.06 1.89
Si -1.40 0.45 2.08
C -2.51 -1.02 2.39
C -3.40 -1.11 3.46
C -4.31 -2.14 3.54
C -4.36 -3.11 2.53
C -3.47 -3.06 1.48
C -2.52 -2.04 1.43
P -1.29 -1.98 0.09
C -2.31 -1.76 -1.40
C -2.96 -0.53 -1.52
C -3.80 -0.28 -2.60
C -4.02 -1.28 -3.54
C -3.39 -2.51 -3.42
C -2.54 -2.75 -2.35
C -0.52 -3.61 -0.01
C -0.77 -4.64 0.90
C -0.21 -5.89 0.71
C 0.63 -6.12 -0.38
C 0.91 -5.09 -1.27
C 0.34 -3.85 -1.08
C -0.13 0.67 3.45
C -0.39 1.10 4.75
C 0.62 1.09 5.70
C 1.90 0.65 5.37
C 2.18 0.23 4.08
C 1.17 0.27 3.13
P 1.47 -0.24 1.43
C 2.71 0.87 0.71
C 3.32 1.88 1.45
C 4.26 2.71 0.87
C 4.60 2.56 -0.46
C 4.00 1.57 -1.23
C 3.06 0.73 -0.64
C 2.18 -1.89 1.55
C 1.62 -2.74 2.51
C 2.20 -3.97 2.76
C 3.33 -4.36 2.06
C 3.89 -3.52 1.11
C 3.33 -2.28 0.86
H 3.48 6.54 0.78
H 2.29 5.53 2.70
H 0.62 3.77 2.33
H 1.29 4.06 -1.91
H 2.99 5.78 -1.52
H -2.76 4.01 -1.18
H -3.73 4.06 -3.43
H -2.89 2.51 -5.19
H -0.90 1.14 -4.77
H 0.50 2.43 -3.02
H -1.69 5.16 0.63
H -3.62 5.73 2.05
H -4.77 3.96 3.33
H -3.96 1.65 3.28
H -3.39 -0.36 4.25
H -5.00 -2.20 4.37
H -5.10 -3.90 2.58
H -3.51 -3.82 0.71
H -2.87 0.23 -0.75
H -4.33 0.66 -2.67
H -4.70 -1.10 -4.36
H -3.57 -3.29 -4.14
H -2.07 -3.72 -2.25
H -1.41 -4.48 1.76
H -0.42 -6.68 1.41
H 1.06 -7.10 -0.52
H 1.57 -5.27 -2.11
H 0.53 -3.05 -1.79
H -1.38 1.43 5.04
H 0.42 1.42 6.71
H 2.68 0.63 6.12
H 3.18 -0.13 3.83
H 3.05 2.02 2.49
H 4.73 3.48 1.46
H 5.34 3.21 -0.91
H 4.28 1.43 -2.26
H 2.63 -0.08 -1.22
H 0.75 -2.43 3.08
H 1.78 -4.62 3.51
H 3.80 -5.32 2.28
H 4.79 -3.81 0.59
H 3.81 -1.61 0.17
C 0.21 -2.10 -4.30
C 1.28 -1.20 -3.67
C 2.47 -1.98 -3.11
C 1.79 -0.16 -4.70
C 0.59 -0.33 -2.70
N 0.01 0.59 -2.27
H 0.70 -2.69 -5.08
H -0.58 -1.51 -4.77
H -0.25 -2.79 -3.59
H 2.78 -2.68 -3.88
H 2.24 -2.54 -2.20
H 3.32 -1.32 -2.91
H 2.37 -0.71 -5.45
H 2.45 0.59 -4.25
H 0.97 0.34 -5.22
```

Q: Which of these has the highest energy relative to the best compared isomer or geometry (same formula, charge and spin)?
A: C59H50I2MoN10O3S4